(1)
{"formula": "C2H3NO3", "method": "ωB97M-V/def2-TZVPD", "elements": ["C", "C", "N", "O", "O", "O", "H", "H", "H"], "coordinates": [[-1.0930, -0.0277, 0.0916], [0.7409, -0.8548, -0.1204], [0.1642, 0.3906, 0.1484], [-2.1537, 0.5284, 0.1090], [-0.7932, -1.3740, 0.0091], [0.7173, 1.6680, -0.1262], [1.0218, -1.0054, -1.1619], [1.3088, -1.4762, 0.5811], [0.0870, 2.1512, 0.4692]], "forces_ev_per_a": [[-2.5489, -0.3653, -0.3162], [-2.2363, -2.6563, -0.7106], [2.4244, 1.4825, 0.8056], [0.4177, -0.2031, 0.0709], [2.3986, 1.2610, -0.3322], [-1.8380, -0.6686, 1.0350], [0.2209, -0.0161, 0.0544], [0.0832, 0.8568, 0.1514], [1.0785, 0.3092, -0.7583]], "orbital_gap_ev": 10.725, "max_force_ev_per_a": 3.54, "e_above_lowest_kj_mol": 376.5, "e_homo_ev": -10.129, "mol_weight_g_mol": 89.050, "spin_multiplicity": 1}

---

(2)
{"formula": "C4H6O2", "method": "ωB97M-V/def2-TZVPD", "elements": ["O", "C", "O", "C", "C", "C", "H", "H", "H", "H", "H", "H"], "coordinates": [[1.7550, 1.4300, -0.0585], [2.0001, 0.2634, -0.2159], [1.1822, -0.7840, -0.0740], [-0.1689, -0.6893, 0.3536], [-1.2442, -0.3278, -0.6178], [-0.9568, 0.5657, 0.5632], [2.9840, -0.1229, -0.5251], [-0.3542, -1.5165, 1.0307], [-0.9192, 0.0400, -1.5872], [-2.1460, -0.9330, -0.6371], [-0.4819, 1.5170, 0.3680], [-1.6501, 0.5574, 1.4002]], "forces_ev_per_a": [[0.0679, -0.5345, -0.0579], [0.0175, 0.3861, -0.0063], [0.0704, 0.1128, -0.0123], [-0.1910, -0.1040, 0.1163], [-0.0632, -0.0673, -0.1485], [0.0165, 0.1696, 0.1338], [-0.0982, 0.0603, 0.0399], [0.0086, 0.1291, -0.1164], [-0.0235, -0.0620, 0.1592], [0.1598, 0.1070, 0.0152], [-0.0911, -0.1751, 0.0118], [0.1263, -0.0221, -0.1349]], "orbital_gap_ev": 11.397, "max_force_ev_per_a": 0.54, "smiles": "O=COC1CC1", "e_above_lowest_kj_mol": 141.1, "e_homo_ev": -10.372, "mol_weight_g_mol": 86.090, "spin_multiplicity": 1}

---

(3)
{"formula": "C6H5O2PS", "method": "ωB97M-V/def2-TZVPD", "elements": ["C", "C", "C", "C", "C", "C", "O", "O", "P", "S", "H", "H", "H", "H", "H"], "coordinates": [[2.1356, -0.3239, -0.0658], [1.3644, -0.7235, -1.0553], [1.7193, 0.5875, 0.8738], [-0.0255, -0.2547, -1.1173], [0.4194, 0.9337, 0.8540], [-0.4828, 0.4368, -0.0453], [-2.3922, -1.3571, 0.9092], [-3.2949, 1.0580, 1.0956], [-2.6712, -0.0305, 0.2608], [-3.3083, -0.0009, -1.6271], [3.1249, -0.7783, 0.2361], [1.6919, -1.4443, -1.8153], [2.3953, 0.9567, 1.6346], [-0.7631, -0.6249, -1.8485], [0.0871, 1.5655, 1.7104]], "forces_ev_per_a": [[3.7060, -0.5242, 2.4813], [-3.4561, -0.5055, -2.7707], [0.4579, -0.0319, -0.1262], [1.3920, -1.6238, -0.4170], [-1.6699, 2.2166, 2.9243], [-1.4804, -0.3013, -1.0066], [-0.3603, 0.4549, -0.6938], [0.4898, -0.2092, -0.6995], [1.0924, 0.0185, 2.2740], [0.0320, 0.0956, -0.5730], [-0.6610, 0.3478, -1.2114], [-0.0724, 0.2375, 0.2665], [-0.0442, 0.0263, 0.1552], [0.7147, 0.1497, 0.1417], [-0.1404, -0.3509, -0.7450]], "orbital_gap_ev": [1.698, 5.319], "max_force_ev_per_a": 4.49, "e_homo_ev": [3.651, -1.757], "mol_weight_g_mol": 172.145, "charge": -2, "spin_multiplicity": 3}

---

(4)
{"formula": "C2H7BrN2", "method": "ωB97M-V/def2-TZVPD", "elements": ["C", "C", "Br", "H", "H", "H", "N", "N", "H", "H", "H", "H"], "coordinates": [[-1.2699, -1.4524, 1.4436], [-1.1325, -2.6048, 0.8213], [0.5231, -2.9525, 0.0243], [-0.3768, -0.8471, 1.2742], [-2.1650, -1.0042, 1.8747], [-1.8089, -3.5091, 0.6866], [0.6494, 1.4083, -1.3190], [1.1396, 0.4494, -0.4209], [1.5130, 2.0328, -1.6422], [0.0144, 2.0978, -0.8941], [1.9329, 0.8555, 0.1654], [1.5950, -0.3493, -0.9426]], "forces_ev_per_a": [[0.3091, 0.5437, -0.7221], [-1.3701, -1.6851, 0.1073], [0.6835, -0.5574, -0.4289], [-0.4683, 0.4832, 0.5900], [0.2033, -0.5461, 0.0153], [0.6615, 1.6625, 0.4075], [2.4779, 2.6632, -1.8536], [2.0833, -0.7559, 1.3962], [-2.5016, -1.4898, 0.4978], [0.3370, -0.9119, 0.2713], [-1.3690, -0.7485, -0.8207], [-1.0466, 1.3419, 0.5399]], "orbital_gap_ev": 10.216, "max_force_ev_per_a": 4.08, "smiles": "C=CBr.NN", "e_above_lowest_kj_mol": 50.2, "e_homo_ev": -9.312, "mol_weight_g_mol": 138.996, "spin_multiplicity": 1}

---

(5)
{"formula": "C4H9NO", "method": "ωB97M-V/def2-TZVPD", "elements": ["C", "C", "O", "H", "H", "H", "H", "C", "C", "N", "H", "H", "H", "H", "H"], "coordinates": [[1.8196, -1.7341, -0.7887], [0.4704, -1.1429, -0.4983], [0.5385, 0.1499, -0.4548], [-1.8606, -0.6708, -0.8007], [2.0714, -2.4015, 0.0369], [2.6129, -0.9937, -0.9299], [1.7267, -2.3579, -1.6796], [-0.5472, 1.6902, 1.1292], [-0.7942, 0.8781, -0.1259], [-1.8740, -0.0108, -0.0115], [-1.7814, -0.5837, 0.8219], [-0.9174, 1.5171, -1.0070], [-1.4090, 2.3217, 1.3309], [0.3346, 2.3135, 1.0006], [-0.3905, 1.0248, 1.9769]], "forces_ev_per_a": [[-0.0546, 0.5583, -0.0303], [0.1048, 0.3281, -0.0203], [-0.1622, -0.4789, 0.2318], [-0.1027, 0.3767, 0.4922], [-0.0275, -0.0655, -0.0028], [0.0585, -0.0223, 0.0000], [-0.0221, -0.0604, 0.0370], [0.1248, -0.2329, -0.3598], [0.0145, -0.1413, -0.1517], [-0.0794, -0.1304, -0.3423], [0.0102, 0.0335, -0.0821], [0.1122, -0.1615, 0.1434], [-0.0347, 0.0147, -0.0245], [0.0339, 0.0246, 0.0432], [0.0243, -0.0426, 0.0660]], "orbital_gap_ev": 9.212, "max_force_ev_per_a": 0.63, "e_above_lowest_kj_mol": 304.1, "e_homo_ev": -8.058, "mol_weight_g_mol": 87.122, "spin_multiplicity": 1}

---

(6)
{"formula": "C9H9N3O2", "method": "ωB97M-V/def2-TZVPD", "elements": ["C", "C", "C", "C", "C", "C", "C", "C", "C", "H", "H", "H", "H", "H", "H", "H", "H", "H", "N", "N", "N", "O", "O"], "coordinates": [[-1.7473, 1.4088, -2.4590], [-1.5597, 2.8676, -2.4601], [-2.0211, 3.5958, -1.4321], [-2.6951, 1.8056, -0.1247], [1.4882, -3.5406, 2.1914], [2.6299, -2.6469, 2.5283], [3.2250, -1.8754, 1.6264], [2.5585, -1.6105, 0.3620], [1.3355, -2.3775, 0.2520], [-2.0298, -0.0290, -0.7660], [-0.4160, 3.4234, -2.9885], [-1.5824, 4.7091, -1.4939], [-2.9478, 3.5038, 0.4610], [1.2979, -4.4707, 2.7680], [3.1387, -2.7447, 3.5001], [4.0976, -1.4363, 1.8397], [2.7980, -0.8143, -0.3487], [0.6942, -2.2912, -0.5439], [-2.2230, 1.0102, -1.1917], [-2.7037, 3.0820, -0.3815], [0.7986, -3.3577, 1.0481], [-1.3636, 0.6509, -3.3203], [-2.7726, 1.1375, 0.9336]], "forces_ev_per_a": [[0.8751, -0.1263, 0.4590], [3.7283, 1.8916, -0.8481], [2.5842, 3.3678, -1.8126], [2.6984, -7.2461, 0.3135], [1.4420, 1.3694, -0.6292], [-1.7698, -3.7949, 1.7342], [-3.2489, 0.8046, -4.0119], [-2.3335, -2.3447, 2.1858], [1.7212, 0.5815, 0.9500], [-0.7532, 3.3296, -1.9412], [-4.3496, -2.0981, 1.0660], [-1.7451, -2.5081, 1.0789], [-0.3329, 2.1869, 1.1588], [-0.2136, 1.1042, -0.0595], [-0.4655, -0.2909, -0.4310], [3.1403, 1.8054, 0.8419], [0.1435, -0.6572, 0.2153], [-1.0179, 0.8775, -2.2979], [0.0358, -3.1166, 0.7970], [-1.1494, 1.4044, 0.2981], [2.5928, 0.5533, 1.4860], [-0.4114, 0.0269, 0.4789], [-1.1710, 2.8798, -1.0320]], "orbital_gap_ev": 9.513, "max_force_ev_per_a": 7.74, "e_above_lowest_kj_mol": 452.8, "e_homo_ev": -9.197, "mol_weight_g_mol": 191.190, "spin_multiplicity": 1}